(1)
Molecular formula: C11H12ClNO2Re
Method: DFT, ωB97M-V with the def2-TZVPD basis set

Computed properties:
**E_tot**: -1169.34200 a.u.
**Spin multiplicity**: 4
**E_HOMO (alpha / beta)**: -17.7 / -17.3 eV
**Total charge**: +2

Cartesian coordinates (Å):
Cl: -1.456 -2.948 2.030
C: 1.923 -1.270 -0.373
C: 1.361 -1.025 -1.659
C: 0.249 -1.893 -1.840
H: 1.755 -0.339 -2.413
C: 0.101 -2.695 -0.635
C: 1.164 -2.289 0.266
H: 1.379 -2.737 1.231
H: 2.810 -0.791 0.044
H: -0.358 -2.017 -2.736
C: -0.858 -3.808 -0.465
Re: -0.186 -0.694 -0.120
C: -2.011 -0.564 -0.898
O: -3.081 -0.462 -1.360
C: -0.776 -0.565 1.829
O: -1.059 -0.245 2.905
H: -1.758 -3.643 -1.047
H: -1.175 -3.786 0.645
H: -0.411 -4.784 -0.655
C: 0.791 4.728 1.174
C: -0.173 4.127 0.152
C: -0.130 2.652 0.110
N: -0.078 1.500 0.001
H: 0.591 4.323 2.171
H: 0.690 5.815 1.226
H: 1.825 4.505 0.891
H: -1.210 4.415 0.383
H: 0.080 4.491 -0.857

(2)
Molecular formula: C11H12F3NO2
Method: DFT, ωB97M-V with the def2-TZVPD basis set

Computed properties:
**E_tot**: -931.07567 a.u.
**Spin multiplicity**: 1
**E_HOMO**: -6.7 eV
**Total charge**: 0

Cartesian coordinates (Å):
C: -1.586 0.502 2.548
O: -2.164 -0.064 1.395
C: -1.310 -0.044 0.347
C: -1.586 -0.595 -0.909
C: -0.673 -0.486 -1.984
C: -0.966 -1.051 -3.198
C: -2.157 -1.739 -3.380
C: -3.065 -1.859 -2.337
C: -2.791 -1.295 -1.119
H: -2.261 0.350 3.393
H: -0.632 0.013 2.751
H: -1.435 1.571 2.389
H: -0.348 0.410 0.516
H: 0.249 0.048 -1.836
H: -0.266 -0.966 -4.011
H: -2.376 -2.186 -4.334
H: -3.982 -2.405 -2.483
H: -3.478 -1.391 -0.296
C: 2.229 2.058 -0.322
N: 3.037 1.688 0.721
C: 2.687 0.627 1.444
C: 3.601 0.180 2.569
F: 4.876 0.316 2.174
F: 3.364 0.951 3.640
F: 3.354 -1.104 2.872
O: 1.654 0.027 1.239
H: 2.503 3.050 -0.679
H: 2.330 1.327 -1.124
H: 1.191 2.068 0.015

(3)
Molecular formula: C11H12F5N2O3Pd
Method: DFT, ωB97M-V with the def2-TZVPD basis set

Computed properties:
**E_tot**: -1388.71824 a.u.
**Spin multiplicity**: 1
**E_HOMO**: -3.3 eV
**Total charge**: -1

Cartesian coordinates (Å):
Pd: 0.689 -0.174 0.921
C: -2.602 -3.333 -1.880
O: -2.056 -2.024 -1.877
C: -1.961 -1.330 -0.720
O: -1.518 -0.214 -0.722
N: -2.438 -1.990 0.393
N: -2.338 -1.259 1.610
H: -2.723 -3.596 -2.928
H: -3.574 -3.354 -1.384
H: -1.923 -4.049 -1.412
H: -2.118 -2.948 0.448
H: -1.399 -0.833 1.693
H: -2.410 -1.934 2.360
C: -0.077 2.592 2.457
O: 0.847 1.787 3.173
C: 1.128 0.588 2.638
C: 2.143 -0.053 3.548
H: -0.774 3.032 3.173
H: -0.606 1.987 1.718
H: 0.449 3.393 1.934
H: 2.366 0.558 4.430
H: 3.056 -0.234 2.979
H: 1.781 -1.034 3.861
F: 0.070 -3.326 -0.179
C: 1.291 -2.906 -0.660
C: 1.644 -1.579 -0.554
C: 2.914 -1.305 -1.035
F: 3.399 -0.039 -0.993
C: 3.757 -2.261 -1.573
F: 4.991 -1.943 -2.028
C: 3.337 -3.573 -1.656
F: 4.147 -4.516 -2.183
C: 2.083 -3.908 -1.191
F: 1.662 -5.191 -1.255

(4)
Molecular formula: C11H12I2O
Method: DFT, ωB97M-V with the def2-TZVPD basis set

Computed properties:
**E_tot**: -1096.76616 a.u.
**Spin multiplicity**: 1
**E_HOMO (alpha / beta)**: -7.5 / -7.7 eV
**Total charge**: 0

Cartesian coordinates (Å):
C: -2.877 -1.021 -0.137
C: -2.861 0.295 -0.587
C: -1.874 -1.428 0.738
C: -1.927 1.232 -0.182
C: -0.873 -0.529 1.144
C: -0.859 0.790 0.597
C: 2.088 -1.422 0.795
C: 1.672 -1.085 -0.346
C: 1.044 -1.189 -1.630
C: 0.257 1.695 0.929
C: 2.150 1.514 -0.372
O: 0.855 1.895 -0.262
I: 2.784 2.232 -2.353
I: 3.628 1.972 1.171
H: -3.650 -1.672 -0.369
H: -3.608 0.699 -1.123
H: -1.852 -2.366 1.182
H: -1.791 2.139 -0.741
H: -0.087 -0.922 1.744
H: 2.777 -0.739 1.431
H: 1.834 -2.352 1.219
H: 0.984 -2.210 -2.013
H: -0.042 -0.801 -1.485
H: 1.608 -0.576 -2.382
H: -0.180 2.641 1.265
H: 0.802 1.207 1.769

- E_tot of number 2 (C11H12F3NO2)?
  -931.07567 a.u.